ORCA calculation (ωB97M-V/def2-TZVPD) on a molecular structure, C2H3N3O.

```
! wB97M-V def2-TZVPD RIJCOSX def2/J DEFGRID3
* xyz 0 1
N -0.57 0.72 -0.01
C 0.44 0.53 -0.87
O -1.39 -0.44 1.85
H 0.89 -1.58 -0.43
N 0.60 -1.03 0.73
C -0.55 -0.31 0.98
N 1.20 -0.46 -0.47
H -1.25 1.46 -0.02
H 0.63 1.12 -1.76
*
```

Calculated values
- LUMO level (eV) = 0.52
- energy relative to the best compared isomer or geometry (same formula, charge and spin) (kcal/mol) = 64.0